(1)
Molecular formula: C26H66AlN4O6
Method: DFT, ωB97M-V with the def2-TZVPD basis set

The largest force on an atom comes out at 0.05159 hartree/bohr. Its net charge is -1. As for the spin multiplicity: 1. The calculated total energy is -52873.133 eV.

Positions of all 103 atoms, in Å:
C (0.51, 1.33, 5.50)
C (1.00, 1.04, 4.11)
O (0.72, 0.01, 3.51)
O (1.75, 2.00, 3.47)
C (3.12, 2.08, 3.85)
C (3.69, 3.42, 3.41)
C (3.56, 4.60, 4.38)
C (2.18, 4.90, 4.97)
C (1.30, 5.86, 4.15)
C (0.49, 5.11, 3.07)
C (-0.84, 4.61, 3.62)
C (-1.77, 3.91, 2.64)
Al (-3.53, 3.41, 3.60)
H (0.45, 0.39, 6.03)
H (-0.49, 1.75, 5.45)
H (1.13, 2.02, 6.06)
H (3.64, 1.30, 3.31)
H (3.25, 1.94, 4.93)
H (3.26, 3.68, 2.45)
H (4.75, 3.27, 3.24)
H (3.87, 5.48, 3.81)
H (4.31, 4.49, 5.16)
H (1.60, 4.00, 5.11)
H (2.34, 5.35, 5.95)
H (0.60, 6.32, 4.84)
H (1.89, 6.66, 3.70)
H (0.36, 5.70, 2.16)
H (1.08, 4.24, 2.77)
H (-1.36, 5.46, 4.08)
H (-0.61, 3.92, 4.44)
H (-1.28, 2.98, 2.31)
H (-1.99, 4.54, 1.78)
H (-3.57, 4.30, 4.96)
H (-4.74, 3.81, 2.58)
H (-3.60, 1.81, 3.93)
C (0.94, 0.25, 0.30)
C (2.39, 0.22, -0.20)
C (3.00, 1.62, -0.39)
O (2.57, 2.31, -1.54)
C (1.33, 2.99, -1.41)
N (2.47, -0.59, -1.42)
H (0.24, 0.50, -0.50)
H (0.66, -0.72, 0.69)
H (0.83, 0.98, 1.10)
H (2.99, -0.27, 0.58)
H (4.08, 1.50, -0.51)
H (2.83, 2.24, 0.50)
H (1.20, 3.39, -0.40)
H (0.49, 2.34, -1.66)
H (1.34, 3.82, -2.12)
H (3.45, -0.70, -1.68)
H (2.07, -0.05, -2.17)
C (2.15, -2.63, -4.35)
C (1.69, -3.90, -5.06)
C (1.25, -5.01, -4.09)
O (2.30, -5.70, -3.45)
C (2.84, -5.04, -2.31)
N (2.73, -4.36, -5.98)
H (3.15, -2.74, -3.94)
H (2.19, -1.80, -5.06)
H (1.48, -2.35, -3.54)
H (0.81, -3.64, -5.65)
H (0.71, -5.77, -4.67)
H (0.54, -4.62, -3.34)
H (2.07, -4.50, -1.75)
H (3.64, -4.36, -2.58)
H (3.26, -5.82, -1.66)
H (2.38, -5.13, -6.53)
H (3.48, -4.76, -5.43)
C (-3.01, -6.82, -1.12)
C (-1.74, -6.67, -1.95)
C (-1.58, -7.74, -3.04)
O (-1.16, -9.00, -2.56)
C (-2.20, -9.83, -2.06)
N (-0.58, -6.63, -1.05)
H (-2.93, -7.63, -0.40)
H (-3.21, -5.91, -0.56)
H (-3.88, -7.02, -1.76)
H (-1.80, -5.70, -2.46)
H (-0.79, -7.41, -3.71)
H (-2.49, -7.84, -3.64)
H (-3.13, -9.69, -2.61)
H (-2.38, -9.65, -0.99)
H (-1.87, -10.86, -2.17)
H (0.25, -6.42, -1.59)
H (-0.43, -7.57, -0.71)
C (-3.88, 2.69, -3.02)
C (-3.55, 2.36, -1.57)
C (-4.28, 3.23, -0.54)
O (-3.75, 4.53, -0.41)
C (-4.20, 5.47, -1.35)
N (-2.10, 2.40, -1.38)
H (-3.37, 3.59, -3.36)
H (-3.55, 1.88, -3.68)
H (-4.95, 2.82, -3.17)
H (-3.88, 1.33, -1.39)
H (-4.15, 2.76, 0.44)
H (-5.36, 3.28, -0.74)
H (-5.25, 5.29, -1.63)
H (-3.58, 5.47, -2.26)
H (-4.13, 6.46, -0.89)
H (-1.89, 2.07, -0.44)
H (-1.83, 3.38, -1.36)


(2)
Molecular formula: C26H66BBrF3N24O22S3
Method: DFT, ωB97M-V with the def2-TZVPD basis set

The largest force on an atom comes out at 0.05120 hartree/bohr. Its net charge is +1. As for the spin multiplicity: 1. The calculated total energy is -220222.613 eV.

Positions of all 146 atoms, in Å:
C (1.03, 0.63, 3.28)
C (1.26, -0.50, 2.26)
C (-0.02, -1.10, 1.66)
N (-0.33, -0.57, 0.30)
C (-0.04, 0.79, 0.18)
C (-0.79, 1.81, 0.83)
C (-1.99, 1.41, 1.66)
O (-2.18, 1.80, 2.78)
O (-2.80, 0.47, 1.05)
S (-3.82, 1.00, -0.11)
C (-5.36, 1.31, 0.67)
O (-3.94, -0.11, -1.00)
O (-3.29, 2.19, -0.72)
C (-0.40, 3.14, 0.75)
C (-1.12, 4.23, 1.49)
S (-2.76, 4.71, 0.87)
O (-3.75, 4.07, 1.69)
O (-2.74, 6.14, 0.83)
C (0.73, 3.47, 0.00)
C (1.23, 4.88, -0.11)
C (0.35, 5.89, -0.86)
C (1.19, 6.93, -1.60)
Br (-0.82, 5.02, -2.15)
N (1.37, 2.48, -0.63)
O (2.44, 2.80, -1.43)
B (2.05, 3.07, -2.78)
O (0.90, 2.55, -3.28)
O (2.91, 3.88, -3.46)
C (1.06, 1.17, -0.53)
S (2.20, 0.00, -1.36)
O (1.98, -1.34, -0.93)
O (2.24, 0.22, -2.77)
C (3.87, 0.47, -0.60)
F (4.38, -0.62, -0.09)
F (3.70, 1.35, 0.39)
F (4.66, 0.95, -1.52)
H (0.03, 0.51, 3.70)
H (1.72, 0.52, 4.11)
H (1.10, 1.63, 2.87)
H (1.97, -0.20, 1.49)
H (1.74, -1.32, 2.79)
H (0.10, -2.17, 1.60)
H (-0.84, -0.92, 2.37)
H (-1.27, -0.81, 0.01)
H (-6.09, 0.65, 0.21)
H (-5.60, 2.36, 0.53)
H (-5.27, 1.05, 1.72)
H (-0.57, 5.17, 1.46)
H (-1.23, 3.96, 2.54)
H (-2.79, 4.26, -0.40)
H (2.20, 4.87, -0.59)
H (1.42, 5.22, 0.91)
H (-0.31, 6.43, -0.19)
H (0.56, 7.78, -1.83)
H (2.01, 7.27, -0.96)
H (1.57, 6.52, -2.53)
H (1.04, 2.14, -4.14)
H (2.38, 4.49, -4.00)
C (0.38, -2.70, 5.03)
O (-0.02, -2.70, 3.88)
N (1.32, -3.58, 5.48)
N (-0.07, -1.81, 5.95)
H (1.67, -3.58, 6.42)
H (1.68, -4.25, 4.82)
H (-0.76, -1.15, 5.64)
H (0.27, -1.75, 6.89)
C (5.05, 3.95, -7.28)
O (5.84, 4.19, -8.18)
N (3.71, 3.79, -7.52)
N (5.43, 3.84, -5.98)
H (3.04, 3.59, -6.80)
H (3.40, 3.88, -8.47)
H (6.41, 3.96, -5.77)
H (4.79, 3.65, -5.22)
C (-1.81, -3.37, -1.60)
O (-2.25, -3.44, -0.46)
N (-1.80, -2.22, -2.32)
N (-1.26, -4.45, -2.24)
H (-1.44, -2.14, -3.26)
H (-2.18, -1.41, -1.87)
H (-1.22, -5.32, -1.76)
H (-0.89, -4.40, -3.17)
C (1.07, 3.85, 5.48)
O (1.42, 3.06, 4.61)
N (1.90, 4.81, 5.97)
N (-0.18, 3.81, 6.02)
H (1.63, 5.47, 6.68)
H (2.83, 4.86, 5.59)
H (-0.81, 3.11, 5.68)
H (-0.49, 4.44, 6.74)
C (0.28, -7.67, -3.57)
O (-0.03, -6.49, -3.49)
N (0.99, -8.16, -4.62)
N (-0.07, -8.58, -2.62)
H (1.26, -9.12, -4.71)
H (1.26, -7.51, -5.33)
H (-0.59, -8.24, -1.83)
H (0.18, -9.55, -2.66)
C (-6.48, -1.53, 3.18)
O (-6.39, -0.53, 2.46)
N (-6.57, -2.78, 2.66)
N (-6.48, -1.46, 4.53)
H (-6.64, -3.60, 3.23)
H (-6.56, -2.87, 1.66)
H (-6.42, -0.55, 4.95)
H (-6.55, -2.27, 5.12)
C (-2.32, -1.82, -6.25)
O (-2.09, -1.48, -5.10)
N (-2.75, -0.94, -7.20)
N (-2.17, -3.11, -6.68)
H (-2.95, -1.19, -8.14)
H (-2.88, 0.02, -6.91)
H (-1.86, -3.79, -6.00)
H (-2.35, -3.40, -7.62)
C (3.06, -5.17, -1.35)
O (3.64, -6.25, -1.36)
N (1.80, -5.01, -1.83)
N (3.65, -4.03, -0.86)
H (1.31, -4.14, -1.82)
H (1.32, -5.82, -2.20)
H (4.58, -4.12, -0.50)
H (3.19, -3.14, -0.84)
C (4.62, 1.99, -11.43)
O (3.79, 1.52, -12.18)
N (5.95, 2.05, -11.74)
N (4.30, 2.50, -10.20)
H (6.64, 2.44, -11.13)
H (6.23, 1.69, -12.63)
H (3.33, 2.47, -9.95)
H (4.97, 2.89, -9.56)
C (2.80, 0.09, 7.84)
O (2.14, -0.67, 7.14)
N (3.27, -0.28, 9.07)
N (3.10, 1.36, 7.44)
H (3.82, 0.33, 9.65)
H (3.07, -1.21, 9.39)
H (2.76, 1.64, 6.54)
H (3.64, 2.00, 7.99)
C (-6.73, -4.41, 7.53)
O (-7.06, -4.03, 6.41)
N (-5.77, -5.36, 7.72)
N (-7.28, -3.89, 8.66)
H (-5.48, -5.68, 8.62)
H (-5.35, -5.76, 6.90)
H (-7.99, -3.19, 8.55)
H (-7.03, -4.18, 9.59)


(3)
Molecular formula: C26H66ClN4O13
Method: DFT, ωB97M-V with the def2-TZVPD basis set

The largest force on an atom comes out at 0.19632 hartree/bohr. Its net charge is -1. As for the spin multiplicity: 1. The calculated total energy is -73092.629 eV.

Positions of all 110 atoms, in Å:
Cl (0.27, -0.46, -0.51)
O (1.64, -0.07, -0.45)
O (0.12, -1.34, -1.61)
O (-0.21, -1.01, 0.73)
O (-0.34, 0.83, -0.82)
C (1.93, -1.90, -2.80)
C (1.01, -3.12, -2.97)
O (0.67, -3.11, -4.33)
H (2.80, -1.87, -3.45)
H (2.41, -1.80, -1.83)
H (1.29, -1.02, -2.85)
H (0.07, -3.10, -2.42)
H (1.54, -4.05, -2.79)
H (0.12, -3.88, -4.50)
C (-1.84, 1.34, 5.70)
O (-2.57, 1.33, 4.49)
C (-2.44, 2.57, 3.79)
C (-3.14, 2.60, 2.42)
N (-2.69, 1.59, 1.48)
C (-3.53, 1.64, 0.29)
C (-2.96, 0.78, -0.79)
O (-3.39, -0.55, -0.52)
C (-2.84, -1.38, -1.52)
H (-1.90, 0.33, 6.12)
H (-2.28, 2.10, 6.34)
H (-0.77, 1.44, 5.55)
H (-1.40, 2.84, 3.64)
H (-2.89, 3.39, 4.36)
H (-3.13, 3.59, 1.97)
H (-4.20, 2.43, 2.60)
H (-2.95, 0.76, 1.99)
H (-3.60, 2.68, -0.04)
H (-4.58, 1.41, 0.48)
H (-1.88, 0.87, -0.85)
H (-3.47, 1.18, -1.66)
H (-3.24, -1.04, -2.47)
H (-3.30, -2.36, -1.42)
H (-1.76, -1.34, -1.64)
C (-0.12, 5.44, 0.53)
O (0.26, 4.06, 0.42)
C (-0.60, 3.27, 1.28)
C (-0.56, 1.74, 1.08)
N (0.84, 1.28, 0.94)
C (1.73, 1.59, 2.11)
C (1.34, 0.89, 3.39)
O (0.92, -0.40, 3.05)
C (0.30, -1.20, 4.06)
H (-0.78, 5.77, -0.27)
H (0.76, 6.03, 0.26)
H (-0.51, 5.75, 1.50)
H (-1.66, 3.49, 1.17)
H (-0.31, 3.41, 2.33)
H (-1.21, 1.53, 0.23)
H (-1.09, 1.17, 1.83)
H (0.73, 0.30, 1.13)
H (1.85, 2.66, 2.28)
H (2.76, 1.32, 1.84)
H (0.55, 1.47, 3.85)
H (2.17, 0.90, 4.09)
H (0.99, -1.26, 4.90)
H (-0.02, -2.17, 3.68)
H (-0.53, -0.59, 4.45)
C (-1.17, 1.86, -3.27)
O (0.02, 1.37, -2.66)
C (0.68, 0.40, -3.48)
C (2.07, 0.02, -2.87)
N (2.71, 1.09, -2.05)
C (3.19, 2.15, -3.02)
C (4.09, 3.17, -2.22)
O (3.41, 3.80, -1.15)
C (4.13, 4.91, -0.70)
H (-1.19, 1.91, -4.36)
H (-1.43, 2.87, -2.95)
H (-2.03, 1.24, -3.02)
H (0.82, 0.86, -4.46)
H (0.03, -0.45, -3.68)
H (2.80, -0.50, -3.49)
H (1.89, -0.67, -2.04)
H (3.49, 0.63, -1.61)
H (2.37, 2.64, -3.55)
H (3.82, 1.71, -3.79)
H (4.54, 3.86, -2.93)
H (5.01, 2.73, -1.83)
H (5.04, 4.74, -0.13)
H (3.45, 5.40, 0.00)
H (4.41, 5.69, -1.41)
C (0.62, -5.81, -2.28)
O (1.69, -5.07, -1.76)
C (1.42, -4.65, -0.39)
C (1.13, -3.14, -0.39)
N (1.02, -2.62, 0.94)
C (0.11, -3.31, 1.84)
C (-1.41, -3.41, 1.46)
O (-1.68, -4.27, 0.31)
C (-3.05, -4.75, 0.20)
H (0.85, -6.11, -3.30)
H (-0.28, -5.21, -2.39)
H (0.51, -6.76, -1.75)
H (2.27, -4.88, 0.26)
H (0.67, -5.27, 0.10)
H (0.22, -2.98, -0.97)
H (1.87, -2.59, -0.97)
H (0.78, -1.64, 0.99)
H (0.13, -2.71, 2.75)
H (0.51, -4.25, 2.21)
H (-1.80, -2.41, 1.26)
H (-1.98, -3.80, 2.31)
H (-3.08, -5.32, -0.72)
H (-3.76, -3.94, 0.01)
H (-3.23, -5.27, 1.14)


(4)
Molecular formula: C26H66F12N7O6P2
Method: DFT, ωB97M-V with the def2-TZVPD basis set

The largest force on an atom comes out at 0.12141 hartree/bohr. Its net charge is +5. As for the spin multiplicity: 1. The calculated total energy is -101893.742 eV.

Positions of all 119 atoms, in Å:
C (-8.28, 8.82, -3.06)
C (-7.38, 7.95, -3.91)
O (-6.77, 8.40, -4.84)
N (-7.11, 6.63, -3.32)
H (-7.42, 6.48, -2.37)
H (-7.62, 5.94, -3.87)
C (-5.58, 6.21, -3.35)
H (-8.68, 9.61, -3.70)
H (-7.67, 9.41, -2.38)
H (-9.21, 8.42, -2.65)
H (-5.36, 5.95, -4.38)
H (-5.48, 5.27, -2.80)
H (-4.86, 6.90, -2.91)
C (11.36, -2.39, 6.55)
C (9.87, -2.20, 6.40)
O (9.19, -1.86, 7.33)
N (9.28, -2.56, 5.07)
H (9.73, -1.94, 4.41)
H (9.51, -3.47, 4.69)
C (7.76, -2.38, 4.88)
H (11.67, -3.43, 6.45)
H (11.54, -2.06, 7.57)
H (11.91, -1.59, 6.06)
H (7.45, -2.50, 3.84)
H (7.48, -1.37, 5.20)
H (7.25, -3.19, 5.40)
C (-6.12, -5.11, -4.38)
C (-5.44, -4.80, -3.11)
O (-5.22, -5.61, -2.20)
N (-5.21, -3.31, -2.73)
H (-4.37, -3.19, -2.18)
H (-4.97, -2.88, -3.60)
C (-6.44, -2.83, -1.96)
H (-6.22, -4.23, -5.02)
H (-7.10, -5.58, -4.26)
H (-5.54, -5.77, -5.01)
H (-6.47, -3.28, -0.96)
H (-7.34, -2.95, -2.56)
H (-6.27, -1.78, -1.72)
C (0.60, 1.92, -6.49)
C (0.02, 3.13, -7.29)
O (-0.13, 4.28, -6.79)
N (-0.80, 2.73, -8.46)
H (-0.41, 1.95, -8.97)
H (-1.74, 2.42, -8.26)
C (-1.03, 3.79, -9.61)
H (1.42, 2.32, -5.91)
H (1.00, 1.15, -7.16)
H (-0.22, 1.48, -5.92)
H (-1.81, 3.53, -10.33)
H (-0.02, 3.90, -10.01)
H (-1.33, 4.73, -9.15)
C (-9.00, 4.11, 8.51)
C (-7.61, 3.57, 8.83)
O (-6.93, 3.87, 9.81)
N (-7.07, 2.55, 7.83)
H (-7.40, 1.64, 8.10)
H (-7.55, 2.66, 6.95)
C (-5.50, 2.41, 7.76)
H (-9.14, 4.58, 7.53)
H (-9.16, 4.96, 9.17)
H (-9.84, 3.43, 8.67)
H (-5.18, 1.61, 7.09)
H (-5.27, 2.10, 8.78)
H (-5.16, 3.35, 7.33)
C (0.47, 6.60, 2.60)
C (1.89, 6.45, 2.10)
O (2.25, 6.54, 0.93)
N (2.94, 5.70, 3.01)
H (2.43, 4.97, 3.49)
H (3.64, 5.27, 2.43)
C (3.52, 6.73, 4.00)
H (-0.08, 7.47, 2.24)
H (0.56, 6.64, 3.69)
H (-0.01, 5.65, 2.35)
H (2.75, 7.25, 4.57)
H (4.04, 7.46, 3.37)
H (4.19, 6.41, 4.80)
C (5.51, -4.24, -3.64)
C (4.31, -5.22, -3.65)
C (4.73, -6.68, -3.56)
N (3.55, -7.68, -3.65)
C (2.43, -7.49, -2.48)
C (4.01, -9.16, -3.64)
C (3.23, -9.98, -4.65)
C (2.31, -9.00, -5.44)
C (2.95, -7.68, -5.15)
H (6.22, -4.47, -2.84)
H (5.11, -3.24, -3.54)
H (6.07, -4.30, -4.58)
H (3.63, -4.99, -4.47)
H (3.71, -4.98, -2.77)
H (5.17, -6.86, -2.57)
H (5.38, -6.93, -4.40)
H (1.69, -6.74, -2.77)
H (2.98, -6.97, -1.71)
H (1.99, -8.46, -2.27)
H (3.95, -9.46, -2.59)
H (5.05, -8.98, -3.89)
H (2.64, -10.78, -4.20)
H (4.04, -10.34, -5.27)
H (1.25, -8.94, -5.18)
H (2.40, -9.11, -6.52)
H (2.26, -6.88, -5.43)
H (3.86, -7.55, -5.74)
P (-0.06, -0.36, 1.26)
F (-0.04, 0.69, 2.52)
F (-1.26, 0.55, 0.74)
F (0.93, 0.69, 0.51)
F (-0.11, -1.36, -0.05)
F (1.26, -1.14, 1.91)
F (-1.01, -1.40, 2.06)
P (2.11, 3.49, 9.35)
F (3.30, 3.11, 8.41)
F (2.80, 4.93, 9.79)
F (1.46, 4.23, 8.07)
F (0.70, 3.73, 10.16)
F (1.43, 2.06, 8.99)
F (2.88, 2.87, 10.70)